ORCA calculation (ωB97M-V/def2-TZVPD) on a structure of composition C6H24BrN12O6Y in a non-equilibrium geometry.

As for the total charge: +2. The maximum force comes out at 8.13 eV Å⁻¹. The spin multiplicity is 1. The value obtained for the orbital gap is 0.1048 hartree. The total energy comes out at -107843.628 eV. The value obtained for the energy relative to the best compared isomer or geometry (same formula, charge and spin) is 474.60 kcal per mole.

```
50
C6H24BrN12O6Y, DFT ωB97M-V/def2-TZVPD
Y -18.06 -26.67 -5.67
Br -14.24 -26.39 -8.19
C -17.14 -20.57 -5.92
O -17.40 -21.79 -5.66
N -17.69 -19.52 -5.36
N -16.20 -20.22 -6.85
H -18.30 -19.61 -4.55
H -17.48 -18.65 -5.82
H -15.55 -20.88 -7.22
H -15.97 -19.25 -7.02
C -20.77 -25.75 -11.07
O -20.00 -25.71 -10.12
N -21.85 -25.13 -11.00
N -20.49 -26.38 -12.20
H -21.75 -24.41 -10.30
H -22.57 -25.21 -11.71
H -19.62 -26.89 -12.17
H -21.19 -26.47 -12.92
C -14.61 -25.34 -0.73
O -15.12 -25.41 -1.84
N -13.81 -24.37 -0.45
N -14.67 -26.29 0.22
H -13.57 -24.42 0.53
H -13.55 -23.68 -1.14
H -14.29 -26.07 1.13
H -15.40 -26.99 0.17
C -23.78 -24.47 -5.01
O -22.63 -24.84 -5.15
N -24.18 -23.70 -4.04
N -24.82 -25.05 -5.61
H -23.49 -23.40 -3.37
H -25.15 -23.39 -4.03
H -24.68 -25.92 -6.09
H -25.74 -24.72 -5.38
C -14.13 -31.33 -3.77
O -15.03 -30.53 -4.08
N -12.90 -31.10 -4.07
N -14.35 -32.49 -3.20
H -12.24 -31.86 -4.12
H -12.86 -30.21 -4.55
H -13.62 -33.16 -3.03
H -15.31 -32.79 -3.15
C -20.99 -28.64 -1.02
O -20.14 -28.21 -1.77
N -21.47 -27.98 -0.09
N -21.62 -29.71 -1.28
H -21.35 -26.98 -0.01
H -22.31 -28.40 0.27
H -22.36 -30.06 -0.69
H -21.28 -30.24 -2.07
```

***

ORCA calculation (ωB97M-V/def2-TZVPD) on a cluster of 6 separate species, C6H24NO6 in total in a non-equilibrium geometry.

As for the total charge: -1. The maximum force comes out at 3.50 eV Å⁻¹. The spin multiplicity is 1. The value obtained for the orbital gap is 0.2499 hartree. The total energy comes out at -20385.645 eV. The value obtained for the energy relative to the best compared isomer or geometry (same formula, charge and spin) is 66.50 kcal per mole.

```
37
C6H24NO6, DFT ωB97M-V/def2-TZVPD
C 0.84 -2.49 -0.61
C 0.65 -0.96 -0.23
C 1.60 -0.47 0.89
C 3.09 -0.27 0.50
C 1.04 0.92 1.34
N 0.68 0.00 -1.31
C -0.62 0.28 -2.09
O -1.16 1.48 -1.71
H 0.65 -3.10 0.28
H 1.90 -2.53 -0.73
H 0.09 -2.61 -1.39
H -0.33 -0.82 0.24
H 1.61 -1.21 1.75
H 3.46 0.74 0.44
H 3.73 -0.80 1.19
H 3.05 -0.81 -0.47
H -0.02 0.69 1.65
H 0.78 1.59 0.50
H 1.62 1.27 2.20
H 1.49 -0.05 -1.93
H -0.56 0.18 -3.17
H -1.33 -0.41 -1.60
H 0.41 3.42 -0.76
H 0.14 3.00 -2.14
O 0.57 3.75 -1.68
H -3.26 -0.67 1.80
H -2.14 -1.35 1.01
O -2.71 -1.46 1.78
H -2.87 0.93 -1.89
H -3.80 0.95 -0.67
O -3.47 0.34 -1.33
H -1.44 2.27 0.54
H -1.08 3.84 0.23
O -1.71 3.20 0.57
H 0.14 -2.47 2.66
H -1.00 -3.22 2.15
O -0.05 -3.15 1.96
```

***

ORCA calculation (ωB97M-V/def2-TZVPD) on a cluster of 7 separate species, C6H24NO7 in total in a non-equilibrium geometry.

As for the total charge: +1. The maximum force comes out at 4.68 eV Å⁻¹. The spin multiplicity is 1. The value obtained for the orbital gap is 0.3734 hartree. The total energy comes out at -22425.007 eV. The value obtained for the energy relative to the best compared isomer or geometry (same formula, charge and spin) is 83.45 kcal per mole.

```
38
C6H24NO7, DFT ωB97M-V/def2-TZVPD
O -2.10 -2.98 0.70
C -1.06 -2.99 1.32
C 0.11 -2.49 0.42
C 0.69 -1.29 1.28
C -0.44 -0.24 1.57
C -0.09 0.86 2.25
C -1.05 1.97 2.69
N -0.38 -1.90 -0.90
H -1.01 -3.21 2.42
H 0.77 -3.42 0.27
H 1.22 -1.71 2.04
H 1.57 -0.92 0.76
H -1.51 -0.50 1.30
H 0.96 1.15 2.46
H -0.77 2.87 2.03
H -2.12 1.86 2.59
H -1.10 2.26 3.66
H -0.59 -0.87 -0.85
H 0.26 -1.93 -1.68
H -1.33 -2.20 -1.23
H 4.54 1.27 -0.96
H 3.94 2.57 -0.59
O 3.80 1.92 -1.28
H -2.89 1.60 -0.94
H -2.21 1.26 0.34
O -2.00 1.26 -0.66
H 2.15 4.11 0.82
H 1.79 3.50 2.10
O 2.16 3.32 1.29
H -0.73 0.72 -2.28
H 0.43 -0.11 -2.78
O -0.47 -0.05 -2.80
H 2.49 -1.26 -3.79
H 2.81 -0.96 -2.53
O 1.96 -1.20 -2.94
H -2.67 -0.73 -2.57
H -4.01 -0.74 -1.85
O -3.10 -0.84 -1.66
```

***

ORCA calculation (ωB97M-V/def2-TZVPD) on a cluster of 6 separate species, C6H24O6 in total in a non-equilibrium geometry.

As for the total charge: 0. The maximum force comes out at 3.26 eV Å⁻¹. The spin multiplicity is 1. The value obtained for the orbital gap is 0.3877 hartree. The total energy comes out at -18891.742 eV. Its SMILES is CO.CO.CO.CO.CO.CO. The value obtained for the energy relative to the best compared isomer or geometry (same formula, charge and spin) is 121.54 kcal per mole.

```
36
C6H24O6, DFT ωB97M-V/def2-TZVPD
C 1.36 3.11 3.59
O 1.55 3.72 2.31
H 0.59 3.58 4.20
H 1.23 2.03 3.67
H 2.34 3.23 4.07
H 0.93 4.45 2.21
C -0.20 -0.95 -0.54
O -1.03 0.14 -0.19
H -0.75 -1.87 -0.71
H 0.28 -0.65 -1.47
H 0.68 -1.07 0.09
H -0.42 0.87 -0.07
C -5.84 2.01 4.17
O -5.85 0.92 3.26
H -5.11 2.62 3.64
H -6.82 2.49 4.17
H -5.55 1.79 5.20
H -5.04 0.99 2.75
C 0.11 -9.24 -0.16
O -0.25 -10.41 0.55
H -0.79 -8.63 -0.14
H 0.89 -8.72 0.40
H 0.34 -9.49 -1.19
H -1.07 -10.69 0.13
C -2.36 3.28 -6.64
O -2.34 4.06 -7.87
H -1.40 2.83 -6.40
H -2.74 3.90 -5.82
H -3.01 2.42 -6.77
H -2.45 4.96 -7.55
C 6.95 1.60 -0.11
O 7.63 0.53 0.44
H 5.87 1.51 -0.02
H 7.39 2.39 0.50
H 7.28 1.79 -1.13
H 7.63 0.49 1.40
```